Record 1
{
  "formula": "C18H35GeN3O5PtS",
  "method": "wB97M-V/def2-TZVPD",
  "symbols": ["Pt", "C", "C", "O", "N", "C", "C", "C", "C", "C", "C", "N", "H", "H", "H", "H", "H", "H", "H", "H", "H", "H", "O", "N", "O", "O", "C", "S", "C", "O", "H", "H", "H", "H", "H", "H", "C", "C", "C", "C", "Ge", "C", "C", "C", "C", "H", "H", "H", "H", "H", "H", "H", "H", "H", "H", "H", "H", "H", "H", "H", "H", "H", "H", "H"],
  "xyz": [[-0.057, -0.582, -1.520], [4.330, 0.308, -0.594], [3.027, 0.406, -1.313], [2.012, -0.170, -0.829], [2.977, 1.110, -2.435], [1.738, 1.240, -3.169], [0.719, 2.074, -2.429], [0.682, 3.448, -2.548], [-0.350, 4.162, -1.955], [-1.320, 3.475, -1.242], [-1.206, 2.107, -1.119], [-0.194, 1.430, -1.683], [4.531, -0.735, -0.352], [4.257, 0.844, 0.355], [5.152, 0.719, -1.174], [3.812, 1.549, -2.788], [1.332, 0.245, -3.344], [1.936, 1.690, -4.138], [1.435, 3.954, -3.138], [-0.407, 5.236, -2.073], [-2.161, 3.984, -0.791], [-1.940, 1.525, -0.579], [-1.761, -2.141, -2.051], [-2.388, -1.361, -2.850], [-3.395, -1.662, -3.406], [-1.820, -0.216, -2.985], [-0.127, -4.957, -1.503], [0.560, -3.544, -2.334], [2.232, -4.125, -2.522], [0.698, -2.491, -1.172], [0.449, -5.137, -0.597], [-0.085, -5.815, -2.175], [-1.165, -4.722, -1.274], [2.208, -4.961, -3.222], [2.624, -4.440, -1.555], [2.840, -3.326, -2.940], [-4.241, 1.230, 1.263], [-2.977, 0.503, 1.709], [-2.715, -0.757, 0.890], [-1.470, -1.538, 1.324], [0.290, -0.705, 1.134], [0.734, 1.102, 1.709], [1.103, 1.066, 3.203], [-0.110, 0.928, 4.119], [0.269, 1.007, 5.593], [-4.383, 2.147, 1.834], [-5.125, 0.608, 1.408], [-4.199, 1.498, 0.202], [-3.064, 0.229, 2.764], [-2.121, 1.181, 1.626], [-2.639, -0.503, -0.172], [-3.577, -1.421, 0.987], [-1.400, -2.482, 0.780], [-1.521, -1.777, 2.395], [1.405, -1.692, 1.467], [-0.102, 1.778, 1.535], [1.577, 1.445, 1.109], [1.623, 1.998, 3.437], [1.809, 0.253, 3.406], [-0.610, -0.030, 3.923], [-0.828, 1.720, 3.887], [0.943, 0.196, 5.874], [-0.616, 0.948, 6.225], [0.773, 1.949, 5.813]],
  "energy_ha": -3841.045213,
  "homo_ev": [-15.07, -15.07],
  "homo_lumo_gap_ha": [0.2647, 0.2646],
  "charge": 2,
  "spin_multiplicity": 1,
  "e_above_lowest_ev": 2.508
}

Record 2
{
  "formula": "C6H10Si",
  "method": "wB97M-V/def2-TZVPD",
  "symbols": ["C", "C", "C", "C", "C", "C", "Si", "H", "H", "H", "H", "H", "H", "H", "H", "H", "H"],
  "xyz": [[2.767, -2.692, 0.604], [2.667, -2.335, 1.750], [-0.879, 1.151, 0.623], [-1.571, 1.176, -0.710], [-1.254, 0.428, 1.599], [-0.552, 1.129, -1.903], [0.796, -0.275, -1.492], [2.864, -2.529, -0.451], [2.378, -2.355, 2.703], [1.651, -0.486, -0.505], [0.127, 1.194, 0.465], [-2.217, 0.265, -0.848], [-2.252, 1.931, -1.025], [-2.315, 0.404, 1.804], [-0.851, 0.204, 2.595], [-1.092, 0.669, -2.811], [-0.268, 2.120, -2.400]],
  "energy_ha": -523.796833,
  "homo_ev": [-7.20, -7.20],
  "homo_lumo_gap_ha": [0.2409, 0.2407],
  "spin_multiplicity": 1,
  "e_above_lowest_ev": 6.398
}